C5H3N2O2 | ωB97M-V/def2-TZVPD

Output
HOMO level (alpha / beta), eV: -2.32 / -2.32
Relative energy (zero: lowest compared OMol25 entry of this formula, charge and spin), eV: 1.562
HOMO-LUMO gap (alpha / beta), eV: 5.43 / 5.43
LUMO (alpha / beta), eV: 3.11 / 3.11

Geometry as ORCA input:
```
! wB97M-V def2-TZVPD RIJCOSX def2/J DEFGRID3
* xyz -1 1
C 2.7740 1.1850 0.0222
C 1.6562 0.7080 -0.0912
C 0.3353 0.4767 -0.3616
C -2.5496 1.3424 0.2185
C -1.6162 -0.9846 -0.0868
N -0.2634 -0.6498 0.0077
N -2.5123 -0.0092 -0.3488
O -3.6280 1.9001 0.0613
O -1.9295 -2.1653 0.1032
H 3.7046 1.6656 0.0835
H 0.2482 -1.4356 0.4207
H -3.4532 -0.3948 -0.4650
*
```

Now the natural (NBO) charges, all in e: number 1, C, carries -0.245; number 2, C, carries -0.158; number 3, C, carries 0.121; number 4, C, carries 0.231; number 5, C, carries 0.779; number 6, N, carries -0.575; number 7, N, carries -0.708; number 8, O, carries -0.730; number 9, O, carries -0.683; number 10, H, carries 0.215; number 11, H, carries 0.379; number 12, H, carries 0.375

***

C5H3N2O4 | ωB97M-V/def2-TZVPD

Output
HOMO level, eV: -4.67
Relative energy (zero: lowest compared OMol25 entry of this formula, charge and spin), eV: 0.908
HOMO-LUMO gap, eV: 8.21
LUMO, eV: 3.53

Geometry as ORCA input:
```
! wB97M-V def2-TZVPD RIJCOSX def2/J DEFGRID3
* xyz -1 1
C 2.2761 0.9285 1.1594
C 1.9465 -0.5413 -0.6095
C -2.3647 -1.0987 0.2585
C -1.2780 1.1768 -0.0963
C 0.0414 0.6877 0.0604
N 2.5749 0.0126 0.3501
N 0.6456 -0.0632 -0.7705
O -3.0833 -1.5132 1.1167
O -2.2750 0.5363 0.4193
O -1.7940 -1.4845 -0.7283
O -1.3149 2.3118 -0.6466
H 1.9655 0.7303 2.2678
H 2.3326 -1.3628 -1.1249
H 0.3272 -0.3202 -1.6560
*
```

Now the natural (NBO) charges, all in e: number 1, C, carries -0.017; number 2, C, carries 0.065; number 3, C, carries 0.991; number 4, C, carries 0.674; number 5, C, carries 0.090; number 6, N, carries -0.398; number 7, N, carries -0.510; number 8, O, carries -0.674; number 9, O, carries -0.612; number 10, O, carries -0.730; number 11, O, carries -0.661; number 12, H, carries 0.198; number 13, H, carries 0.190; number 14, H, carries 0.394

***

C5H3N2O4 | ωB97M-V/def2-TZVPD

Output
HOMO level (alpha / beta), eV: -4.24 / -4.21
Expectation value of S²: 2.0203
HOMO-LUMO gap (alpha / beta), eV: 7.42 / 4.92
LUMO (alpha / beta), eV: 3.18 / 0.71

Geometry as ORCA input:
```
! wB97M-V def2-TZVPD RIJCOSX def2/J DEFGRID3
* xyz -1 3
C -0.1495 -0.2394 -0.4371
C 1.0355 0.3169 -0.2842
C -1.3671 0.2100 0.2044
C -3.7779 0.6322 0.2444
C 0.9766 1.7052 0.4544
N -2.4474 0.2475 -0.4135
N 1.8900 2.4222 -0.0527
O -4.1697 1.7354 -0.0866
O 0.1650 1.8830 1.3513
O -4.1503 -0.3297 0.9631
O 2.6771 2.4251 -0.9889
H -0.1213 -1.1857 -0.9155
H 1.9906 0.0157 -0.6042
H -1.4391 0.3613 1.2593
*
```

Now the natural (NBO) charges, all in e: number 1, C, carries -0.125; number 2, C, carries -0.317; number 3, C, carries -0.020; number 4, C, carries 0.864; number 5, C, carries 0.508; number 6, N, carries -0.425; number 7, N, carries 0.089; number 8, O, carries -0.729; number 9, O, carries -0.470; number 10, O, carries -0.773; number 11, O, carries -0.192; number 12, H, carries 0.207; number 13, H, carries 0.203; number 14, H, carries 0.181

***

C5H3N3 | ωB97M-V/def2-TZVPD

Output
HOMO level, eV: -9.36
Relative energy (zero: lowest compared OMol25 entry of this formula, charge and spin), eV: 4.855
HOMO-LUMO gap, eV: 7.11
LUMO, eV: -2.25

Geometry as ORCA input:
```
! wB97M-V def2-TZVPD RIJCOSX def2/J DEFGRID3
* xyz 0 1
C 0.5771 -0.9921 -1.4471
C 0.1706 0.8612 -0.4901
C -0.6744 1.5007 1.2016
C -0.3973 -0.2124 0.2827
C 0.0647 -1.4492 -0.1781
H 0.8157 -1.9169 -2.1198
H -0.7744 2.2002 2.0110
H 0.1702 -2.5165 0.6389
N 0.8975 0.2125 -1.5070
N 0.0856 1.9522 0.2235
N -0.9353 0.3602 1.3843
*
```

Now the natural (NBO) charges, all in e: number 1, C, carries 0.154; number 2, C, carries 0.383; number 3, C, carries 0.269; number 4, C, carries 0.048; number 5, C, carries -0.213; number 6, H, carries 0.204; number 7, H, carries 0.173; number 8, H, carries 0.282; number 9, N, carries -0.448; number 10, N, carries -0.403; number 11, N, carries -0.448

***

C5H3NO | ωB97M-V/def2-TZVPD

Output
HOMO level, eV: -9.64
Structure (SMILES): N#CC1(C=O)C=C1
Relative energy (zero: lowest compared OMol25 entry of this formula, charge and spin), eV: 3.496
HOMO-LUMO gap, eV: 9.78
LUMO, eV: 0.14

Geometry as ORCA input:
```
! wB97M-V def2-TZVPD RIJCOSX def2/J DEFGRID3
* xyz 0 1
N -1.1112 2.6184 0.0053
C -0.5411 1.6072 -0.0568
C -0.0619 0.2265 0.0088
C -0.6450 -0.6525 -1.0486
O -0.0876 -1.6663 -1.4053
C 1.3272 -0.5490 0.4626
C 0.4962 -0.1481 1.3417
H -1.5165 -0.2541 -1.5957
H 1.8371 -1.3510 -0.0566
H 0.3028 0.1688 2.3446
*
```

Now the natural (NBO) charges, all in e: number 1, N, carries -0.315; number 2, C, carries 0.265; number 3, C, carries -0.354; number 4, C, carries 0.426; number 5, O, carries -0.531; number 6, C, carries -0.062; number 7, C, carries -0.117; number 8, H, carries 0.143; number 9, H, carries 0.292; number 10, H, carries 0.253

***

C5H3NO | ωB97M-V/def2-TZVPD

Output
HOMO level (alpha / beta), eV: -8.60 / -8.60
Relative energy (zero: lowest compared OMol25 entry of this formula, charge and spin), eV: 2.660
HOMO-LUMO gap (alpha / beta), eV: 8.21 / 8.21
LUMO (alpha / beta), eV: -0.38 / -0.38

Geometry as ORCA input:
```
! wB97M-V def2-TZVPD RIJCOSX def2/J DEFGRID3
* xyz 0 1
N 2.8767 0.1326 0.0208
C 1.7285 0.0268 -0.0856
C 0.3044 -0.0658 -0.0905
C -0.6131 0.9050 -0.5114
O -1.8044 0.6683 0.0778
C -1.7887 -0.6841 -0.1459
C -0.5354 -1.1923 0.1589
H -0.5178 1.7820 -1.1440
H -2.7236 -1.1443 -0.4527
H -0.2729 -2.1802 0.5259
*
```

Now the natural (NBO) charges, all in e: number 1, N, carries -0.298; number 2, C, carries 0.270; number 3, C, carries -0.256; number 4, C, carries 0.187; number 5, O, carries -0.410; number 6, C, carries 0.103; number 7, C, carries -0.276; number 8, H, carries 0.216; number 9, H, carries 0.213; number 10, H, carries 0.251

***

C5H3NO | ωB97M-V/def2-TZVPD

Output
HOMO level, eV: -10.46
Structure (SMILES): C#CCC(=O)C#N
Relative energy (zero: lowest compared OMol25 entry of this formula, charge and spin), eV: 2.737
HOMO-LUMO gap, eV: 9.91
LUMO, eV: -0.55

Geometry as ORCA input:
```
! wB97M-V def2-TZVPD RIJCOSX def2/J DEFGRID3
* xyz 0 1
O -0.1272 1.0388 0.9887
C -0.6234 0.5389 0.0112
C -0.0565 -0.7180 -0.6848
C 1.2795 -0.8664 -0.1043
C 1.7939 -0.4873 0.9252
C -1.8448 1.2015 -0.4582
N -2.7693 1.8575 -0.6867
H -0.1946 -0.7154 -1.7725
H -0.6180 -1.5753 -0.2954
H 2.1828 -0.1084 1.8413
*
```

Now the natural (NBO) charges, all in e: number 1, O, carries -0.436; number 2, C, carries 0.495; number 3, C, carries -0.553; number 4, C, carries -0.085; number 5, C, carries -0.123; number 6, C, carries 0.164; number 7, N, carries -0.230; number 8, H, carries 0.255; number 9, H, carries 0.272; number 10, H, carries 0.241

***

C5H3NO | ωB97M-V/def2-TZVPD

Output
HOMO level, eV: -9.57
Structure (SMILES): C#Cc1cnoc1
Relative energy (zero: lowest compared OMol25 entry of this formula, charge and spin), eV: 3.154
HOMO-LUMO gap, eV: 10.31
LUMO, eV: 0.74

Geometry as ORCA input:
```
! wB97M-V def2-TZVPD RIJCOSX def2/J DEFGRID3
* xyz 0 1
C 2.5479 -0.0189 -0.0661
C 1.3578 0.0836 -0.0018
C -0.0679 0.1382 0.1419
C -0.8142 -1.0188 -0.0078
C -1.0102 1.0864 0.0782
H 3.5877 -0.1782 -0.2033
H -0.1942 -1.9480 0.1641
H -1.0748 2.2368 0.0325
N -2.1192 -0.9281 -0.0123
O -2.2129 0.5470 -0.1254
*
```

Now the natural (NBO) charges, all in e: number 1, C, carries -0.191; number 2, C, carries -0.028; number 3, C, carries -0.297; number 4, C, carries 0.014; number 5, C, carries 0.214; number 6, H, carries 0.238; number 7, H, carries 0.227; number 8, H, carries 0.232; number 9, N, carries -0.097; number 10, O, carries -0.312

***

It is found that the E_tot values, taken in the order of the records, are -12305.302, -16401.530, -16400.019, -9697.965, -8766.510, -8767.346, -8767.269, -8766.852 eV.